The ion C6H8BrClFN2 with charge +1. Source: OMol25; level of theory: ωB97M-V with the def2-TZVPD basis set.

```
19
Properties=species:S:1:pos:R:3
C 1.21 -1.63 -0.03
C 0.66 -0.24 -0.41
Br 2.22 0.85 -0.71
C -0.24 0.38 0.63
N -0.23 1.85 0.72
C -1.22 2.62 0.41
N -2.18 2.05 -0.32
C -2.27 0.81 -0.44
Cl -3.19 0.16 -1.70
C -1.69 -0.07 0.66
F -2.26 0.15 1.91
H 1.88 -1.69 0.78
H 1.86 -2.15 -0.82
H 0.40 -2.25 0.11
H 0.15 -0.15 -1.32
H 0.09 0.13 1.61
H 0.80 2.18 0.91
H -1.13 3.64 0.39
H -1.84 -1.20 0.59
```

- charge = +1
- SMILES string = C[C@H](Br)[C@H]1[NH+]=CN=C(Cl)[C@@H]1F
- orbital gap (eV) = 8.6126
- relative energy (zero: lowest compared OMol25 entry of this formula, charge and spin) (kcal/mol) = 0.0
- F_max (eV/A) = 3.6
- HOMO energy (eV) = -14.39